Record 1
Here is 6 unconnected molecules or ions with the total composition C47H55N2O22S from OMol25. Energies are from ωB97M-V/def2-TZVPD.

Properties
Net charge: +1

The geometry in XYZ format:
```
127
Properties=species:S:1:pos:R:3:forces:R:3
C 1.1668 -3.0039 2.0109 0.5 -0.1 -0.2
C 1.1165 -1.6341 1.1050 0.0 0.4 0.6
C -0.3648 -1.2668 0.4967 -0.5 -0.2 -0.5
C -0.3936 0.0100 -0.5292 1.4 0.4 0.6
C 0.2618 -0.2665 -2.0078 -0.9 0.7 -0.9
C -0.3593 -1.6037 -2.7787 -0.9 0.7 0.7
C 0.4679 -2.9813 -2.5332 -3.3 -0.3 2.2
N 1.8095 -3.1203 -3.1869 0.9 -0.4 -0.6
S 2.1355 -1.9013 -4.4463 0.2 1.6 -0.9
C 2.9426 -2.9228 -2.1675 1.4 1.2 2.0
C 4.4442 -3.0400 -2.8057 1.1 0.6 0.7
O 4.7028 -4.2132 -3.6379 -2.2 0.7 0.3
C 3.5964 -4.5780 -4.5181 0.0 -0.9 -1.0
C 2.0878 -4.4487 -3.8607 -0.6 -2.8 -1.9
C 1.7375 -5.7864 -2.9926 -0.2 -1.4 0.4
C 2.9557 -6.3948 -2.0838 1.7 -0.1 -0.9
N 2.5381 -7.3762 -1.0120 2.3 0.2 1.6
C 1.7468 -6.7337 0.1056 -2.7 0.5 -0.2
C 0.1915 -7.3305 -0.0461 0.1 -0.3 -0.8
C 3.8246 -7.8690 -0.3163 4.9 2.7 3.0
C 4.2931 -9.4628 -0.3048 0.3 0.6 0.8
O 4.6430 -7.0272 0.3744 -5.5 -4.8 -4.5
H 0.2406 -3.1534 2.7205 1.9 0.5 -1.4
H 1.2235 -3.9539 1.3164 -0.2 1.8 1.3
H 2.1743 -2.9969 2.6453 -2.3 0.0 -1.3
H 1.9667 -1.7336 0.2917 -1.8 0.3 1.4
H 1.4414 -0.7161 1.7931 -0.6 -2.0 -1.5
H -0.8697 -2.1734 -0.0782 1.1 1.7 1.4
H -1.0809 -1.0060 1.3967 1.5 -0.7 -1.6
H -1.4632 0.4734 -0.6396 2.0 -1.1 0.2
H 0.2811 0.8566 -0.0262 -1.6 -1.7 -1.2
H -0.0759 0.6538 -2.6898 0.9 -2.0 1.5
H 1.4306 -0.2332 -1.9917 -2.2 -0.2 0.0
H -1.4238 -1.7628 -2.2578 2.4 0.0 -1.1
H -0.6389 -1.3798 -3.9177 1.0 -0.7 2.5
H 0.6438 -3.0886 -1.3572 -0.3 0.3 -2.6
H -0.2771 -3.8757 -2.7998 2.0 1.8 0.2
H 1.2608 -2.0716 -5.5316 0.3 -0.6 1.5
H 2.8760 -1.8313 -1.6879 -0.1 -2.3 -1.3
H 2.7450 -3.6550 -1.2454 0.4 1.3 -2.4
H 4.8087 -2.0594 -3.3811 -1.2 -2.0 1.2
H 5.1899 -3.1208 -1.8759 -1.8 0.0 -2.0
H 3.6913 -4.0469 -5.5832 -0.4 -0.8 2.5
H 3.7304 -5.7396 -4.7622 -0.3 2.6 0.7
H 1.3493 -4.4764 -4.8006 1.5 0.1 2.1
H 0.7916 -5.7223 -2.3077 1.7 0.3 -1.4
H 1.4840 -6.6352 -3.7953 0.5 2.0 1.7
H 3.6538 -7.0070 -2.8345 -1.4 1.4 1.7
H 3.6534 -5.6038 -1.5789 -1.4 -1.1 -1.1
H 1.6335 -5.5660 -0.1040 0.7 -2.3 0.8
H 2.1382 -6.9575 1.1852 -0.5 0.6 -2.3
H -0.2012 -7.8371 0.9329 0.7 1.2 -1.9
H 0.2083 -8.1527 -0.9110 0.0 1.7 2.0
H -0.5500 -6.4953 -0.4313 1.4 -1.6 1.1
H 5.2596 -9.5698 0.3871 -2.2 0.7 -1.6
H 3.4553 -10.0939 0.2204 1.4 1.1 -1.4
H 4.6123 -9.8598 -1.3589 -1.1 0.8 1.9
C 1.6190 3.6067 -3.8085 -0.1 -0.2 0.4
C 1.5820 4.6961 -4.5782 0.6 -0.6 -1.9
C 1.1683 6.0172 -4.0296 -0.3 1.3 0.0
O 1.1623 7.0043 -4.7568 0.1 -1.1 0.3
C 0.7725 6.0823 -2.6141 0.0 0.0 -0.3
C 0.8063 4.9921 -1.8454 -0.5 0.6 1.4
C 1.2464 3.6772 -2.3872 0.2 -0.8 -0.1
O 1.2845 2.6967 -1.6514 -0.1 0.7 -0.2
O 0.4331 5.0456 -0.5150 0.7 -0.9 -1.7
O 1.9283 4.6370 -5.9157 -0.6 0.8 1.8
H 1.9200 2.6405 -4.1937 0.0 0.1 0.0
H 0.4569 7.0450 -2.2327 0.1 0.0 -0.1
H 0.5457 4.1309 -0.1755 -0.2 0.3 0.0
H 1.8215 5.5528 -6.2535 0.1 -0.3 0.1
C -5.5416 -2.6911 1.8226 -0.2 0.2 -0.1
C -4.4048 -3.2618 1.4193 0.5 -1.0 1.4
C -3.8249 -2.9688 0.0793 0.2 0.2 -0.7
O -2.7690 -3.4939 -0.2560 -0.4 0.0 0.3
C -4.5593 -2.0488 -0.8032 0.5 -0.3 0.1
C -5.6979 -1.4809 -0.4011 -0.7 1.3 -1.6
C -6.2629 -1.7526 0.9492 -0.9 0.1 1.0
O -7.3016 -1.2014 1.2974 0.9 -0.3 -0.6
O -6.3947 -0.6174 -1.2264 0.5 -1.2 1.8
O -3.7226 -4.1470 2.2337 -0.3 1.1 -1.6
H -5.9731 -2.8934 2.7948 0.0 0.0 -0.1
H -4.1361 -1.8585 -1.7812 0.0 0.0 0.0
H -7.1812 -0.3392 -0.7084 0.3 -0.1 -0.2
H -2.9330 -4.4204 1.7180 -0.3 0.1 0.3
C -0.3871 0.0186 5.6946 0.0 -0.1 0.2
C 0.3035 0.3772 4.6105 -1.2 0.1 -1.0
C 1.7858 0.5141 4.6479 1.0 0.2 -0.1
O 2.3949 0.8268 3.6308 -0.7 -0.2 0.4
C 2.4686 0.2687 5.9278 0.0 0.1 -0.5
C 1.7775 -0.0865 7.0126 1.4 -0.2 1.5
C 0.2985 -0.2502 6.9680 -1.0 -0.2 0.6
O -0.3072 -0.5956 7.9770 0.8 0.3 -0.7
O 2.4125 -0.3161 8.2193 -1.6 0.2 -1.4
O -0.3343 0.6341 3.4108 1.6 -0.2 1.0
H -1.4646 -0.0868 5.6810 0.1 0.0 0.0
H 3.5442 0.3891 5.9454 -0.1 0.0 0.0
H 1.6982 -0.5602 8.8477 0.3 0.1 -0.2
H 0.3805 0.8722 2.7811 -0.2 0.0 0.3
C -2.5750 4.6016 1.4901 0.3 -0.4 -0.2
C -3.5323 5.1796 2.2184 0.0 1.9 -0.5
C -4.3607 4.3915 3.1725 -0.9 -0.1 0.8
O -5.2202 4.9537 3.8419 0.8 -0.2 -0.7
C -4.1114 2.9448 3.2696 -0.1 0.3 0.1
C -3.1565 2.3664 2.5387 -0.1 -1.8 0.5
C -2.3100 3.1593 1.6054 0.4 0.6 -0.5
O -1.4278 2.6026 0.9605 -0.4 0.0 0.4
O -2.9187 1.0068 2.6231 -0.1 1.8 -0.8
O -3.7889 6.5343 2.1135 -0.2 -1.9 0.7
H -1.9640 5.1629 0.7945 0.0 0.0 0.0
H -4.7326 2.3809 3.9536 0.0 0.0 0.0
H -2.1801 0.8320 1.9998 -0.3 0.1 0.4
H -4.5234 6.7100 2.7412 0.3 -0.1 -0.2
C -0.2836 11.1184 -0.6518 0.3 -0.4 -0.1
C -1.2408 11.6963 0.0764 0.0 2.0 -0.5
C -2.0692 10.9083 1.0305 -0.8 -0.2 0.8
O -2.9287 11.4705 1.7000 0.7 -0.2 -0.6
C -1.8199 9.4615 1.1277 -0.2 0.3 0.1
C -0.8650 8.8832 0.3968 -0.2 -1.7 0.5
C -0.0185 9.6760 -0.5365 0.6 0.4 -0.6
O 0.8637 9.1194 -1.1814 -0.6 0.0 0.5
O -0.6272 7.5236 0.4811 0.2 1.8 -0.7
O -1.4975 13.0511 -0.0284 -0.2 -2.0 0.7
H 0.3275 11.6796 -1.3475 0.0 0.0 0.1
H -2.4411 8.8976 1.8117 0.0 0.0 0.0
H 0.1114 7.3488 -0.1422 -0.3 0.0 0.4
H -2.2319 13.2268 0.5993 0.3 0.0 -0.2
```
Positions in Å, forces in eV/Å.

Results of the Mulliken charge analysis, in e, for atoms 1 through 6: atom 1 (C): -0.6733, atom 2 (C): 0.1517, atom 3 (C): 0.6263, atom 4 (C): -0.3529, atom 5 (C): -0.0130, atom 6 (C): -0.6555

***

Record 2
Here is a molecular structure, C47H55N5P2Ti from OMol25. Energies are from ωB97M-V/def2-TZVPD.

Properties
<S²>: 2.021
2S+1: 3

The geometry in XYZ format:
```
110
Properties=species:S:1:pos:R:3:forces:R:3
Ti -0.1141 0.5967 -0.5263 -0.6 2.2 1.5
C 3.5640 -0.1654 3.2226 -0.2 -0.2 -0.1
P 2.8170 -1.0887 1.7961 1.2 0.2 0.6
C 4.3676 -1.2449 0.8111 -0.3 0.1 0.0
C 2.8036 -2.8046 2.4528 -0.2 0.2 0.0
C 3.8456 -3.3506 3.1910 0.1 -0.2 0.1
C 3.8285 -4.6826 3.5557 0.1 0.1 0.1
C 2.7507 -5.4759 3.1981 -0.1 -0.1 0.0
C 1.6993 -4.9377 2.4795 0.0 -0.1 0.0
C 1.7161 -3.6009 2.0922 0.0 0.4 0.1
P 0.4066 -2.8075 1.0620 -0.8 -1.1 0.0
C 0.5696 -3.9119 -0.4139 0.0 0.2 0.1
C -1.0981 -3.6044 1.8170 0.2 0.1 -0.1
H 4.4892 -0.6192 3.5725 0.1 0.0 0.1
H 2.8502 -0.1082 4.0423 0.0 0.1 0.1
H 3.7812 0.8467 2.8784 0.0 0.1 0.0
H 5.2105 -1.5792 1.4142 0.0 0.0 0.1
H 4.5759 -0.2658 0.3840 0.1 0.0 -0.1
H 4.1876 -1.9366 -0.0070 0.1 0.0 -0.1
H 4.6945 -2.7453 3.4737 0.1 0.1 0.0
H 4.6553 -5.1043 4.1104 0.0 0.0 0.1
H 2.7299 -6.5191 3.4784 0.0 -0.1 0.0
H 0.8715 -5.5788 2.2126 -0.1 0.0 0.0
H 0.7079 -4.9538 -0.1210 -0.1 0.0 0.0
H 1.4209 -3.5766 -1.0059 0.0 0.0 0.0
H -0.3321 -3.8126 -1.0188 -0.1 -0.1 -0.1
H -1.0535 -4.6904 1.8039 0.0 -0.1 0.0
H -1.9784 -3.2898 1.2565 0.0 0.0 0.0
H -1.2061 -3.2623 2.8453 0.0 0.0 0.1
N -1.9088 -0.2131 0.6183 -0.3 -0.4 0.0
C -2.6733 -1.1360 -0.1419 -0.7 -0.3 0.7
C -3.8900 -1.6678 0.2617 1.0 0.7 -0.1
C -4.4913 -2.6593 -0.5047 0.0 -0.5 -0.7
C -3.8911 -3.1174 -1.6582 -0.4 0.0 0.3
C -2.6896 -2.5532 -2.1254 0.3 0.2 0.2
C -2.0552 -2.9220 -3.3303 0.8 0.7 0.0
C -0.9256 -2.2124 -3.7167 -1.1 -1.0 -0.3
C -0.4190 -1.2061 -2.9172 -0.1 0.7 1.5
N -0.9337 -0.8846 -1.7120 -0.4 -1.5 -2.0
C -2.0718 -1.5394 -1.3420 -0.3 -0.3 -0.3
H -1.1717 -0.7413 1.1109 -0.3 0.0 0.3
H -2.4810 0.2563 1.3243 0.4 0.0 -0.2
H -4.3564 -1.3161 1.1703 0.0 0.0 0.1
H -5.4256 -3.0885 -0.1729 -0.1 0.0 0.0
H -4.3507 -3.9075 -2.2322 -0.1 -0.1 -0.1
H -2.4494 -3.7249 -3.9357 -0.1 0.0 -0.1
H -0.4341 -2.4420 -4.6498 0.1 0.0 0.0
H 0.4489 -0.6408 -3.2329 0.0 -0.1 0.1
C 2.4798 3.6740 0.7819 0.0 0.0 0.0
C 3.1969 2.7344 -0.1441 -0.2 -0.1 -0.1
C 4.5637 2.5789 0.0366 0.1 -0.1 -0.1
C 5.3258 1.8561 -0.8590 0.0 0.1 -0.1
C 4.7176 1.3380 -1.9866 0.0 0.0 0.0
C 3.3484 1.4453 -2.1820 -0.1 0.1 0.1
C 2.7783 0.8872 -3.4539 0.0 -0.1 0.1
C 2.5557 2.0778 -1.2089 0.9 0.2 -0.1
N 1.1441 2.0709 -1.3107 -0.3 0.2 -0.5
C 0.5327 2.9698 -2.0876 0.3 0.3 -0.1
C 1.2784 4.0530 -2.8187 -0.1 -0.2 0.1
C -0.8731 2.8941 -2.1789 -0.3 0.4 -0.2
C -1.6435 3.8751 -3.0204 0.1 -0.1 0.2
N -1.4651 1.9225 -1.4933 0.4 0.0 -0.3
C -2.8615 1.8445 -1.3717 -0.9 0.0 0.0
C -3.4797 2.5260 -0.3064 0.2 0.0 0.0
C -2.7056 3.5402 0.4784 0.1 -0.1 0.0
C -4.8107 2.2876 -0.0132 0.0 0.0 0.0
C -5.5635 1.4283 -0.7927 0.0 -0.1 -0.1
C -4.9937 0.8665 -1.9167 0.0 0.1 0.0
C -3.6589 1.0808 -2.2360 0.2 0.1 0.1
C -3.1418 0.5537 -3.5416 0.1 0.0 0.0
H 3.0671 4.5858 0.8928 0.0 0.0 0.0
H 2.3706 3.2351 1.7721 -0.2 0.0 0.1
H 1.4995 3.9417 0.3942 -0.1 0.0 0.1
H 5.0299 3.0481 0.8916 0.1 0.1 0.1
H 6.3851 1.7207 -0.6954 0.1 0.0 0.0
H 5.3112 0.8338 -2.7352 0.1 -0.1 -0.1
H 3.3160 1.2982 -4.3079 0.0 0.1 -0.1
H 1.7206 1.1233 -3.5636 0.0 0.0 -0.1
H 2.9057 -0.1949 -3.4625 -0.1 -0.1 0.0
H 2.3381 4.0098 -2.5764 0.0 0.1 -0.1
H 0.8908 5.0342 -2.5422 0.0 0.1 0.0
H 1.1602 3.9467 -3.8977 0.0 0.0 -0.1
H -1.3523 3.7950 -4.0682 0.0 0.0 -0.1
H -1.4553 4.9020 -2.7081 0.0 0.1 0.0
H -2.7100 3.6761 -2.9430 0.0 0.1 0.0
H -1.6719 3.2183 0.5942 0.0 0.1 0.1
H -3.1567 3.6907 1.4555 0.0 0.1 0.1
H -2.7024 4.5001 -0.0421 0.0 0.1 0.0
H -5.2581 2.7906 0.8321 -0.1 0.1 0.1
H -6.5916 1.2212 -0.5424 -0.2 0.0 0.0
H -5.5864 0.2458 -2.5721 -0.1 -0.1 -0.1
H -3.6404 1.0767 -4.3586 0.0 0.0 -0.1
H -3.3665 -0.5053 -3.6504 0.0 -0.1 -0.1
H -2.0679 0.7001 -3.6418 -0.1 0.0 0.0
N 2.2653 -1.3375 -1.2798 0.1 -0.1 -0.3
C 1.5023 -0.6285 -0.7724 1.2 -1.0 -0.7
C 0.2699 1.3779 1.4765 0.1 0.2 0.0
C -0.4834 1.0239 2.6765 -0.2 0.0 0.6
C -0.3393 -0.2245 3.3062 0.2 0.2 -0.1
C -1.1180 -0.5825 4.3879 -0.2 0.0 0.1
C -2.0768 0.2878 4.8880 -0.1 -0.1 0.1
C -2.2034 1.5429 4.3174 -0.2 0.0 0.1
C -1.4164 1.9083 3.2434 0.2 -0.1 -0.1
H 1.3175 1.0686 1.5779 0.0 0.1 -0.2
H 0.2201 2.4626 1.3341 0.1 -0.1 -0.1
H 0.4207 -0.9082 2.9422 -0.1 0.1 0.0
H -0.9814 -1.5536 4.8436 0.0 -0.1 0.1
H -2.7027 -0.0039 5.7181 0.0 0.0 0.1
H -2.9232 2.2457 4.7185 0.0 0.0 0.0
H -1.5018 2.9121 2.8521 0.0 0.0 -0.1
```
Positions in Å, forces in eV/Å.

Results of the Mulliken charge analysis, in e, for atoms 1 through 6: atom 1 (Ti): -0.5348, atom 2 (C): -1.6531, atom 3 (P): 1.7567, atom 4 (C): -1.2768, atom 5 (C): 0.2827, atom 6 (C): -0.8182

***

What are the E values for these records? In order: -108472.0823 -98776.9320 eV.